(1)
A cluster of 3 separate species, C39H71Br2N3O4Si in total in a non-equilibrium geometry, computed with ωB97M-V/def2-TZVPD.

Calculated values
Spin multiplicity: 3
Largest force on an atom (eV/A): 4.48
⟨S²⟩: 2.01
HOMO energy (spin up / spin down) (eV): -8.232 / -8.232
Orbital gap (spin up / spin down) (eV): 8.5 / 7.9

Last column: Mulliken spin population.
Geometry (Å):
C: 7.0357 2.7035 -0.0220  0.000
C: 5.8662 3.5329 -0.7765  0.000
C: 4.4556 3.1800 -0.0647  0.000
C: 3.6420 1.9859 -0.7705  0.000
Si: 2.5546 2.5431 -2.2710  0.000
C: 0.9365 1.5363 -2.1669  0.000
C: 0.1790 1.6482 -0.7208  0.000
C: -0.5482 0.2668 -0.3246  0.000
C: 0.4686 -0.9419 0.0078  0.001
N: 0.5022 -1.1485 1.4999  0.000
C: -0.3211 -2.3217 1.9339  0.000
C: 1.9095 -1.2621 1.9395  -0.001
C: 2.5865 0.0942 2.4959  0.005
O: 2.5266 -2.3609 1.8636  0.000
C: 3.5714 2.0189 -3.8550  0.000
O: 2.7494 1.4319 -4.9111  0.000
C: 2.6746 0.0110 -4.8366  0.000
C: 1.2410 -0.6441 -4.8382  0.000
C: 1.0277 -2.1933 -4.7301  -0.003
C: 2.2661 -3.1210 -4.6139  0.000
C: 3.7083 -2.5016 -4.6543  0.000
C: 3.8700 -0.9674 -4.7663  0.000
C: 2.3198 4.4426 -2.4029  0.000
Br: 1.9864 5.0223 -4.3099  0.000
C: 1.0988 5.0455 -1.5239  0.000
C: 1.5546 5.7073 -0.1245  0.000
Br: 0.3346 6.5862 -2.5926  0.000
H: 6.7249 2.3159 1.0103  0.000
H: 7.9264 3.4265 0.0935  0.000
H: 7.4055 1.8071 -0.6417  0.000
H: 6.0294 4.6573 -0.6327  0.000
H: 5.8317 3.2615 -1.8939  0.000
H: 4.6395 2.8463 1.0282  0.000
H: 3.8467 4.1445 -0.0509  0.000
H: 4.3862 1.1985 -1.1754  0.000
H: 3.0115 1.4316 0.0174  0.000
H: 1.2530 0.4225 -2.2370  0.000
H: 0.2147 1.6989 -3.0446  0.000
H: 0.8769 2.0438 0.1043  0.000
H: -0.6794 2.4054 -0.9000  0.000
H: -1.1817 0.5047 0.6115  0.000
H: -1.3030 -0.0263 -1.1385  0.000
H: 0.0507 -1.8755 -0.5363  0.000
H: 1.5171 -0.7641 -0.4059  0.000
H: 0.1584 -2.7976 2.8716  0.000
H: -1.3659 -1.9700 2.2308  0.000
H: -0.3855 -3.1669 1.1614  0.000
H: 2.4271 0.1630 3.6252  -0.003
H: 3.6837 0.1421 2.1860  0.000
H: 2.0512 0.9756 1.9744  0.000
H: 4.4417 1.3625 -3.5075  0.000
H: 4.0588 2.9607 -4.3213  0.000
H: 0.3486 0.0812 -4.8987  0.000
H: -0.0593 -2.5722 -4.7428  0.005
H: 2.0904 -4.2391 -4.5019  0.000
H: 4.6294 -3.1759 -4.5720  0.000
H: 4.9220 -0.4992 -4.8015  0.000
H: 3.2803 4.9889 -2.0934  0.000
H: 0.2210 4.3385 -1.3651  0.000
H: 0.6819 6.3305 0.2692  0.000
H: 2.4057 6.4427 -0.3879  0.000
H: 1.9274 4.9512 0.6459  0.000
C: -0.5674 3.7104 7.9067  0.006
C: -0.3642 3.2095 6.4556  0.036
C: -1.7309 3.1783 5.7435  0.022
C: -2.6385 2.0775 6.2807  -0.018
C: -1.9478 0.7191 6.2232  0.021
C: -0.5169 0.6861 6.8066  0.018
N: 0.3113 1.8748 6.4374  0.343
O: 0.7788 1.6721 5.1758  0.582
C: -0.5557 0.5650 8.3475  0.015
C: 0.1223 -0.6623 6.3659  -0.025
C: 0.5190 4.3152 5.8208  -0.003
H: -0.8290 4.7732 7.9159  0.001
H: -1.3797 3.2180 8.4381  0.000
H: 0.3487 3.5985 8.4969  -0.007
H: -1.5933 3.0306 4.6657  0.002
H: -2.2357 4.1448 5.8510  0.000
H: -2.9554 2.2982 7.3041  0.000
H: -3.5556 2.0424 5.6834  0.002
H: -2.5768 -0.0163 6.7369  0.000
H: -1.9204 0.4089 5.1713  0.002
H: 0.4539 0.6105 8.7682  -0.011
H: -0.9873 -0.3929 8.6549  0.001
H: -1.1627 1.3236 8.8358  0.002
H: 0.1036 -0.7979 5.2810  0.007
H: -0.4274 -1.5077 6.7896  0.000
H: 1.1598 -0.7405 6.7049  0.002
H: 1.4840 4.3832 6.3316  0.000
H: 0.0343 5.2934 5.9020  0.000
H: 0.7062 4.1554 4.7562  0.001
C: -6.2319 -5.1979 -4.6477  0.011
C: -5.1452 -4.1556 -5.0094  0.027
C: -4.0520 -4.8460 -5.8493  0.022
C: -3.2197 -5.8231 -5.0258  -0.018
C: -2.6329 -5.1416 -3.7944  0.014
C: -3.6375 -4.3210 -2.9576  0.040
N: -4.5872 -3.5114 -3.7797  0.302
O: -3.9325 -2.3839 -4.1723  0.614
C: -4.4527 -5.2403 -2.0191  0.021
C: -2.8020 -3.4655 -1.9694  -0.030
C: -5.9111 -3.1418 -5.8988  -0.007
H: -6.8044 -5.4838 -5.5356  0.001
H: -5.8383 -6.1339 -4.2555  0.001
H: -6.9445 -4.7922 -3.9211  -0.008
H: -3.3849 -4.0966 -6.2918  0.004
H: -4.5031 -5.3803 -6.6928  0.001
H: -3.8164 -6.6909 -4.7299  0.001
H: -2.4062 -6.2154 -5.6449  0.002
H: -2.1581 -5.9035 -3.1664  0.001
H: -1.8226 -4.4859 -4.1364  0.005
H: -5.2109 -4.6683 -1.4745  -0.012
H: -3.8062 -5.7086 -1.2700  0.000
H: -4.9476 -6.0644 -2.5272  0.002
H: -2.0611 -2.8419 -2.4774  0.007
H: -2.2401 -4.1036 -1.2810  0.000
H: -3.4425 -2.8154 -1.3657  -0.002
H: -6.7171 -2.6620 -5.3360  0.001
H: -6.3647 -3.6451 -6.7587  0.000
H: -5.2676 -2.3596 -6.3084  0.000

---

(2)
A cluster of 5 separate species, C39H71INO3PS2 in total in a non-equilibrium geometry, computed with ωB97M-V/def2-TZVPD.

Calculated values
Largest force on an atom (eV/A): 1.98
SMILES string: O=P(O)(O)c1cccc2c1N(CCCS)c1c(I)cccc1S2.CCCCCC.CCCCCC.CCCCCC.CCCCCC
HOMO energy (eV): -8.233
Orbital gap (eV): 8.5

Last column: Mulliken charge in e.
Geometry (Å):
O: -7.1772 0.3936 -1.2272  -0.751
P: -5.7906 0.8437 -1.3316  1.023
O: -5.7316 2.3524 -0.7332  -0.550
O: -5.2804 0.9969 -2.8345  -0.386
C: -4.6804 -0.1155 -0.2603  0.693
C: -5.0446 -0.0406 1.0616  -0.670
C: -4.3542 -0.6723 2.0619  -1.128
C: -3.2328 -1.3744 1.7109  -1.085
C: -2.8626 -1.4619 0.3976  2.424
C: -3.5568 -0.8729 -0.6456  -2.080
N: -3.2033 -0.9938 -2.0239  1.010
C: -4.0628 -1.9257 -2.7960  -1.021
C: -4.6457 -3.1426 -2.0586  -1.077
C: -3.6156 -4.2555 -1.7205  -0.377
S: -3.9656 -4.8945 -0.0483  -0.206
C: -1.8001 -1.1343 -2.2825  0.190
C: -1.2947 -0.6057 -3.4750  -0.404
I: -2.5619 0.4264 -4.8342  0.034
C: 0.0158 -0.7053 -3.8583  -0.485
C: 0.9048 -1.3627 -3.0260  -1.148
C: 0.4410 -1.8475 -1.8439  -0.547
C: -0.8739 -1.7497 -1.4542  0.732
S: -1.3823 -2.4085 0.0994  -0.174
H: -4.8789 2.7154 -1.0278  0.328
H: -5.9266 0.5060 -3.3651  0.302
H: -5.9193 0.5408 1.3424  0.402
H: -4.7206 -0.5901 3.0779  0.489
H: -2.6777 -1.8606 2.5089  0.516
H: -3.4367 -2.3250 -3.6026  0.610
H: -4.8963 -1.4290 -3.2996  0.193
H: -5.3300 -3.6137 -2.7766  0.557
H: -5.2697 -2.8872 -1.1956  0.376
H: -2.5843 -3.9361 -1.8768  0.197
H: -3.7812 -5.0879 -2.4103  0.496
H: -2.7550 -5.2682 0.4120  0.089
H: 0.3506 -0.3018 -4.8073  0.488
H: 1.9335 -1.4608 -3.3535  0.454
H: 1.1528 -2.3576 -1.1957  0.404
C: -7.9353 -4.2765 2.0843  -1.186
C: -6.9878 -5.2122 2.8286  -0.338
C: -6.9913 -6.6370 2.2823  -0.431
C: -8.3283 -7.3732 2.3857  -0.854
C: -8.8977 -7.4891 3.7988  -0.391
C: -8.0060 -8.2834 4.7483  -1.182
H: -8.9747 -4.5957 2.1773  0.330
H: -7.8661 -3.2645 2.4872  0.367
H: -7.6829 -4.2315 1.0225  0.236
H: -7.2317 -5.2103 3.8950  0.326
H: -5.9721 -4.8139 2.7463  0.273
H: -6.2187 -7.2134 2.8003  0.315
H: -6.6908 -6.6132 1.2300  0.261
H: -8.2018 -8.3784 1.9705  0.405
H: -9.0668 -6.8782 1.7483  0.324
H: -9.8710 -7.9838 3.7390  0.367
H: -9.0845 -6.4959 4.2166  0.239
H: -7.8366 -9.2936 4.3694  0.289
H: -8.4752 -8.3684 5.7300  0.379
H: -7.0363 -7.8029 4.8887  0.280
C: 2.4847 2.1681 -3.3863  -0.841
C: 3.0020 2.9170 -4.6097  -0.551
C: 2.9660 2.0801 -5.8874  -0.739
C: 3.8408 0.8253 -5.8654  -0.045
C: 5.3233 1.0725 -5.5915  -0.511
C: 6.0003 1.9318 -6.6547  -1.248
H: 3.1011 1.2968 -3.1556  0.249
H: 2.4937 2.8186 -2.5099  0.375
H: 1.4578 1.8314 -3.5441  0.142
H: 4.0155 3.2800 -4.4179  0.273
H: 2.3837 3.8057 -4.7626  0.369
H: 3.2569 2.7122 -6.7312  0.368
H: 1.9318 1.7771 -6.0843  0.333
H: 3.7381 0.3158 -6.8291  0.423
H: 3.4563 0.1259 -5.1156  -0.194
H: 5.8321 0.1055 -5.5487  0.403
H: 5.4574 1.5324 -4.6085  0.239
H: 5.9119 1.4718 -7.6412  0.296
H: 7.0625 2.0456 -6.4324  0.389
H: 5.5663 2.9318 -6.7026  0.287
C: 0.2321 0.6528 1.0019  -0.669
C: 1.4981 -0.0505 1.4766  -0.119
C: 1.9862 0.4310 2.8416  -0.980
C: 2.3822 1.9071 2.9019  -0.871
C: 3.4696 2.3260 1.9138  0.290
C: 4.8004 1.6146 2.1385  -1.276
H: 0.3919 1.7242 0.8654  0.407
H: -0.0878 0.2438 0.0438  -0.108
H: -0.5832 0.5141 1.7164  0.236
H: 2.2864 0.0670 0.7267  0.232
H: 1.2950 -1.1239 1.5418  0.303
H: 2.8344 -0.1871 3.1510  0.343
H: 1.2009 0.2527 3.5836  0.399
H: 2.7196 2.1334 3.9187  0.447
H: 1.4975 2.5289 2.7362  0.313
H: 3.6294 3.4039 2.0137  0.138
H: 3.1347 2.1603 0.8857  -0.045
H: 5.1741 1.7990 3.1483  0.248
H: 5.5469 1.9807 1.4311  0.365
H: 4.7116 0.5364 1.9957  0.400
C: 10.0599 6.3079 2.7957  -1.176
C: 8.8393 7.0351 3.3514  -0.391
C: 7.8400 6.1058 4.0386  -0.813
C: 7.2120 5.0453 3.1328  -0.432
C: 6.4749 5.5856 1.9087  -0.376
C: 5.2803 6.4664 2.2621  -1.274
H: 9.7849 5.5906 2.0208  0.278
H: 10.7572 7.0198 2.3508  0.376
H: 10.5880 5.7723 3.5875  0.291
H: 8.3499 7.5962 2.5505  0.233
H: 9.1778 7.7762 4.0806  0.362
H: 7.0499 6.7117 4.4918  0.334
H: 8.3403 5.5981 4.8695  0.381
H: 6.5150 4.4494 3.7314  0.252
H: 7.9868 4.3497 2.7969  0.338
H: 6.1184 4.7365 1.3179  0.270
H: 7.1609 6.1410 1.2631  0.341
H: 4.5609 5.9190 2.8756  0.251
H: 4.7670 6.7933 1.3561  0.364
H: 5.5851 7.3612 2.8071  0.395